1.
Formula: C4H6O2
Source: the Open Molecules 2025 dataset
Level of theory: ωB97M-V/def2-TZVPD

Structure (ORCA input):
```
! wB97M-V def2-TZVPD RIJCOSX def2/J DEFGRID3
* xyz 0 1
C -0.951 -1.030 -0.243
C 0.083 0.011 0.107
C -0.271 1.434 0.259
O -0.049 0.631 1.394
C 1.525 -0.295 -0.183
O 1.907 -1.259 -0.799
H -1.447 -1.321 0.687
H -1.706 -0.646 -0.936
H -0.475 -1.909 -0.688
H 0.468 2.219 0.088
H -1.308 1.714 0.066
H 2.225 0.450 0.248
*
```

Summary:
**Frontier orbital gap**: 10.96 eV
**Energy relative to the best compared isomer or geometry (same formula, charge and spin)**: 1.825 eV
**Molecular weight**: 86.09 Da
**Structure (SMILES)**: C[C@@]1(C=O)CO1

2.
Formula: C5H11NO3
Source: the Open Molecules 2025 dataset
Level of theory: ωB97M-V/def2-TZVPD

Structure (ORCA input):
```
! wB97M-V def2-TZVPD RIJCOSX def2/J DEFGRID3
* xyz 0 1
C 0.535 0.020 0.000
C 0.703 -0.829 1.263
C 0.705 -0.833 -1.260
C 1.561 1.151 -0.002
N -0.805 0.610 -0.002
C -2.001 0.007 -0.001
O -0.892 2.011 -0.001
O -1.967 -1.341 -0.001
O -3.042 0.641 0.000
H -1.860 2.173 0.000
H -2.882 -1.658 0.000
H 1.710 -1.236 1.298
H 0.542 -0.219 2.149
H -0.005 -1.652 1.269
H 0.542 -0.227 -2.149
H 1.712 -1.238 -1.294
H -0.001 -1.658 -1.263
H 1.444 1.774 -0.884
H 1.441 1.778 0.877
H 2.561 0.726 0.001
*
```

Summary:
**Frontier orbital gap**: 9.62 eV
**Energy relative to the best compared isomer or geometry (same formula, charge and spin)**: 1.532 eV
**Molecular weight**: 133.15 Da
**Structure (SMILES)**: CC(C)(C)N(O)C(=O)O

3.
Formula: C5H10O
Source: the Open Molecules 2025 dataset
Level of theory: ωB97M-V/def2-TZVPD

Structure (ORCA input):
```
! wB97M-V def2-TZVPD RIJCOSX def2/J DEFGRID3
* xyz 0 1
C 1.654 0.389 0.450
C 0.729 -0.243 -0.595
C -0.289 -1.125 0.072
C -0.278 -2.453 0.041
C -1.855 2.192 -0.089
O -1.956 1.502 -1.071
H 2.162 -0.393 1.026
H 1.085 1.001 1.161
H 2.414 1.028 -0.012
H 1.319 -0.836 -1.305
H 0.215 0.537 -1.169
H 0.470 -2.996 -0.536
H -1.005 -3.049 0.586
H -1.053 -0.613 0.661
H -0.873 2.420 0.374
H -2.739 2.637 0.405
*
```

Summary:
**Frontier orbital gap**: 10.16 eV
**Energy relative to the best compared isomer or geometry (same formula, charge and spin)**: 1.749 eV
**Molecular weight**: 86.13 Da
**Structure (SMILES)**: C=CCC.C=O

4.
Formula: C4H10N2O4S
Source: the Open Molecules 2025 dataset
Level of theory: ωB97M-V/def2-TZVPD

Structure (ORCA input):
```
! wB97M-V def2-TZVPD RIJCOSX def2/J DEFGRID3
* xyz 0 1
C 1.851 0.311 1.641
C 1.821 -0.581 -0.767
C -2.413 -0.049 -1.457
C 1.018 -0.439 0.533
N -0.241 0.281 0.376
N -0.433 1.617 0.243
O 0.498 2.377 0.308
O -1.631 1.996 0.255
O -1.131 -2.016 -0.477
O -2.611 -0.709 1.055
S -1.641 -0.713 -0.008
H 2.209 1.276 1.273
H 1.304 0.405 2.598
H 2.645 -0.320 1.782
H 2.201 -1.556 -0.837
H 2.619 0.045 -0.888
H 1.053 -0.504 -1.565
H -3.454 -0.565 -1.315
H -2.464 1.005 -1.341
H -1.879 -0.490 -2.308
H 0.679 -1.372 0.901
*
```

Summary:
**Frontier orbital gap**: 11.03 eV
**Energy relative to the best compared isomer or geometry (same formula, charge and spin)**: 4.140 eV
**Molecular weight**: 182.20 Da
**Structure (SMILES)**: CC(C)N([N+](=O)[O-])S(C)(=O)=O

5.
Formula: C31H75Br2ClN4O18P6
Source: the Open Molecules 2025 dataset
Level of theory: ωB97M-V/def2-TZVPD

Structure (ORCA input):
```
! wB97M-V def2-TZVPD RIJCOSX def2/J DEFGRID3
* xyz -2 1
C -1.024 2.675 4.071
C -0.501 3.011 2.663
C -0.636 1.853 1.642
O 0.640 1.555 1.174
P 0.963 0.318 0.067
N -0.741 -0.197 -0.211
C 1.029 -1.089 1.449
O 1.250 -2.269 1.090
O 0.797 -0.722 2.650
C 2.850 0.923 0.290
Br 3.344 1.355 2.139
C 3.902 -0.012 -0.267
C 4.323 -1.186 0.609
Br 5.611 1.083 -0.579
O 0.721 1.452 -1.260
C 0.781 0.940 -2.533
C 1.706 1.845 -3.394
N 2.990 2.163 -2.779
C 3.978 2.508 -3.809
P -0.884 1.275 -3.346
N -1.445 2.739 -3.189
C 1.208 -0.594 -2.448
C 0.127 -1.635 -2.988
N 0.137 -2.857 -2.174
C -1.177 -3.274 -1.701
P 2.733 -0.876 -3.533
O 2.168 -0.855 -5.102
Cl 3.174 -2.875 -3.149
O 1.483 -0.899 -1.151
H -0.183 2.443 4.727
H -1.578 3.504 4.519
H -1.674 1.799 4.072
H -1.030 3.896 2.295
H 0.553 3.280 2.712
H -1.088 1.012 2.174
H -1.307 2.199 0.847
H -1.166 -0.759 0.508
H -1.368 0.437 -0.681
H 2.933 1.879 -0.216
H 3.698 -0.363 -1.266
H 4.717 -1.976 -0.034
H 5.148 -0.883 1.250
H 3.504 -1.551 1.226
H 1.787 1.439 -4.416
H 1.182 2.800 -3.506
H 3.372 1.339 -2.329
H 3.489 2.977 -4.665
H 4.735 3.185 -3.416
H 4.457 1.594 -4.187
H -1.810 0.383 -2.785
H -0.756 0.836 -4.687
H -0.805 3.301 -2.637
H -0.882 -1.240 -2.931
H 0.329 -1.943 -4.020
H 0.488 -3.607 -2.754
H -1.753 -2.414 -1.367
H -1.735 -3.846 -2.460
H -1.043 -3.914 -0.825
H 2.383 -1.703 -5.511
O -4.421 9.209 0.549
P -4.357 8.399 1.772
O -2.870 8.110 2.251
C -1.995 9.193 2.578
C -2.369 9.877 3.881
O -4.794 6.902 1.419
C -5.190 6.514 0.100
C -4.016 6.012 -0.714
O -5.140 8.484 3.160
C -6.268 9.367 3.288
C -7.380 9.024 2.316
H -1.977 9.911 1.754
H -1.000 8.758 2.658
H -3.303 10.435 3.783
H -1.589 10.581 4.174
H -2.504 9.142 4.674
H -5.695 7.340 -0.404
H -5.925 5.718 0.225
H -3.159 6.681 -0.629
H -4.286 5.919 -1.767
H -3.692 5.034 -0.360
H -5.941 10.401 3.149
H -6.615 9.268 4.315
H -7.064 9.180 1.283
H -8.253 9.651 2.503
H -7.665 7.977 2.421
O -0.785 -5.555 -5.998
P 0.087 -6.244 -6.952
O 0.072 -7.831 -6.757
C -1.164 -8.538 -6.888
C -1.650 -8.617 -8.324
O 1.610 -5.958 -6.562
C 1.952 -5.095 -5.463
C 2.098 -5.846 -4.159
O 0.285 -6.118 -8.529
C -0.321 -5.005 -9.223
C 0.186 -3.669 -8.715
H -1.920 -8.075 -6.249
H -0.976 -9.540 -6.504
H -1.973 -7.640 -8.687
H -2.499 -9.298 -8.398
H -0.853 -8.966 -8.981
H 1.214 -4.296 -5.366
H 2.899 -4.627 -5.731
H 1.268 -6.535 -3.994
H 2.142 -5.142 -3.330
H 3.012 -6.442 -4.157
H -1.408 -5.065 -9.128
H -0.074 -5.135 -10.275
H -0.111 -3.500 -7.678
H -0.220 -2.857 -9.319
H 1.274 -3.634 -8.759
O 0.844 -2.202 8.184
P 1.813 -3.078 7.512
O 1.696 -4.592 8.052
C 0.464 -5.288 7.862
C 0.222 -5.676 6.413
O 3.277 -2.741 8.122
C 3.451 -1.694 9.063
C 3.320 -2.197 10.490
O 2.256 -3.298 6.031
C 1.810 -2.355 4.970
C 2.265 -0.945 5.228
H -0.363 -4.680 8.241
H 0.527 -6.184 8.481
H 0.022 -4.802 5.794
H -0.639 -6.342 6.340
H 1.097 -6.176 5.998
H 2.749 -0.882 8.872
H 4.455 -1.296 8.899
H 2.439 -2.829 10.598
H 3.245 -1.362 11.190
H 4.189 -2.799 10.765
H 0.725 -2.402 4.886
H 2.220 -2.727 4.037
H 1.804 -0.521 6.127
H 1.981 -0.344 4.367
H 3.349 -0.900 5.363
*
```

Summary:
**Frontier orbital gap**: 4.44 eV
**Molecular weight**: 1173.06 Da

6.
Formula: C10H15N2
Source: the Open Molecules 2025 dataset
Level of theory: ωB97M-V/def2-TZVPD

Structure (ORCA input):
```
! wB97M-V def2-TZVPD RIJCOSX def2/J DEFGRID3
* xyz 1 1
C 4.155 -0.551 0.469
C 3.062 -0.210 0.153
C -0.118 -1.595 -0.936
C 1.244 -1.285 -1.027
C -1.142 -0.803 -0.148
C -1.865 -1.490 1.044
C -0.789 -0.547 1.298
C 1.776 -0.080 -0.359
C -2.970 0.850 -0.318
C 1.788 2.283 0.060
N -1.728 0.286 -0.898
N 1.118 1.024 -0.330
H 5.054 -1.102 0.638
H -0.546 -2.492 -1.443
H 2.012 -1.749 -1.633
H -2.804 -1.156 1.334
H -1.877 -2.647 1.161
H -1.090 0.345 1.794
H 0.080 -0.947 1.733
H -3.822 0.155 -0.357
H -3.021 1.792 -0.961
H -2.744 1.141 0.804
H 2.026 2.882 -0.903
H 1.219 2.830 0.801
H 2.735 2.070 0.657
H 0.270 1.008 -0.827
H -2.022 -0.014 -1.805
*
```

Summary:
**Frontier orbital gap**: 7.54 eV
**Energy relative to the best compared isomer or geometry (same formula, charge and spin)**: 5.850 eV
**Molecular weight**: 163.24 Da
**Structure (SMILES)**: C#CC(/C=C\C1(NC)CC1)=[NH+]\C

7.
Formula: C3H3N2O3
Source: the Open Molecules 2025 dataset
Level of theory: ωB97M-V/def2-TZVPD

Structure (ORCA input):
```
! wB97M-V def2-TZVPD RIJCOSX def2/J DEFGRID3
* xyz -1 3
C 1.712 0.856 0.126
C 2.210 -0.314 -0.087
C -0.731 0.585 0.102
N -0.602 -0.691 0.095
N -1.859 -1.432 -0.103
O 2.775 -1.318 -0.029
O -1.790 1.259 -0.009
O 0.447 1.368 0.208
H 2.477 1.621 -0.108
H -2.152 -0.937 -0.951
H -2.487 -0.998 0.756
*
```

Summary:
**<S²>**: 2.0082
**Frontier orbital gap (spin up / spin down)**: 5.56 / 6.58 eV
**Energy relative to the best compared isomer or geometry (same formula, charge and spin)**: 1.708 eV
**Molecular weight**: 115.07 Da

8.
Formula: C28H20CuF12N6O16S4
Source: the Open Molecules 2025 dataset
Level of theory: ωB97M-V/def2-TZVPD

Structure (ORCA input):
```
! wB97M-V def2-TZVPD RIJCOSX def2/J DEFGRID3
* xyz 0 2
Cu -0.457 0.506 0.144
C 0.356 2.456 -3.556
F 1.309 1.638 -3.134
F 0.594 3.708 -3.220
F 0.216 2.420 -4.848
S -1.298 1.889 -2.640
O -2.442 2.546 -3.273
O -1.399 0.442 -2.740
N -1.033 2.218 -0.841
S -1.766 3.652 -0.734
O -1.319 4.798 -1.524
O -3.201 3.446 -0.856
C -1.371 4.104 1.130
F -1.266 2.970 1.809
F -0.181 4.762 1.222
F -2.308 4.895 1.653
C 2.800 -0.822 2.735
F 2.429 0.269 3.411
F 3.538 -0.556 1.662
F 3.507 -1.637 3.530
S 1.211 -1.817 2.105
O 1.487 -2.373 0.781
O 1.005 -2.857 3.075
N -0.093 -0.645 1.858
S -0.697 -0.519 3.339
O 0.177 -0.682 4.501
O -1.516 0.739 3.305
C -2.083 -1.900 3.459
F -2.733 -1.581 4.562
F -2.961 -1.746 2.409
F -1.630 -3.158 3.506
C -6.576 -1.935 -1.558
C -5.299 -1.598 -2.075
C -4.375 -0.934 -1.256
C -4.774 -0.497 -0.001
C -6.028 -0.772 0.425
C -6.945 -1.502 -0.312
N -3.862 0.487 0.680
O -4.413 1.337 1.340
O -2.644 0.292 0.575
H -7.275 -2.457 -2.195
H -4.989 -1.781 -3.093
H -3.392 -0.667 -1.614
H -6.281 -0.357 1.389
H -7.962 -1.618 0.034
C 3.362 5.217 4.354
C 4.024 5.276 3.148
C 3.582 4.567 2.024
C 2.690 3.501 2.255
C 1.999 3.461 3.462
C 2.340 4.330 4.517
N 2.390 2.523 1.144
O 1.314 1.904 1.162
O 3.195 2.361 0.320
H 3.570 5.937 5.131
H 4.806 6.012 3.030
H 4.128 4.654 1.096
H 1.248 2.700 3.615
H 1.807 4.370 5.456
C -1.287 -4.956 -4.369
C -1.660 -3.626 -4.362
C -1.502 -2.874 -3.190
C -1.215 -3.564 -1.932
C -1.086 -4.922 -1.984
C -1.003 -5.584 -3.208
N -1.043 -2.840 -0.685
O -0.830 -1.634 -0.724
O -1.069 -3.459 0.349
H -1.206 -5.568 -5.255
H -1.975 -2.978 -5.166
H -1.706 -1.823 -3.329
H -0.842 -5.471 -1.087
H -0.688 -6.615 -3.265
C 6.277 -1.531 -0.747
C 5.394 -2.584 -1.097
C 4.062 -2.306 -1.427
C 3.631 -0.973 -1.432
C 4.554 0.079 -1.217
C 5.864 -0.191 -0.781
N 2.226 -0.688 -1.755
O 1.631 0.034 -1.039
O 1.724 -1.287 -2.675
H 7.317 -1.749 -0.552
H 5.828 -3.568 -1.192
H 3.362 -3.080 -1.706
H 4.250 1.098 -1.408
H 6.479 0.686 -0.647
*
```

Summary:
**<S²>**: 0.7515
**Frontier orbital gap (spin up / spin down)**: 9.11 / 6.52 eV
**Energy relative to the best compared isomer or geometry (same formula, charge and spin)**: 3.289 eV
**Molecular weight**: 1116.28 Da

9.
Formula: C9H11N
Source: the Open Molecules 2025 dataset
Level of theory: ωB97M-V/def2-TZVPD

Structure (ORCA input):
```
! wB97M-V def2-TZVPD RIJCOSX def2/J DEFGRID3
* xyz 0 1
C 0.340 -1.587 0.249
C -2.191 -1.143 0.123
C -2.244 1.195 0.013
C -0.853 -0.834 0.118
C -0.570 0.505 -0.102
C 1.318 -0.615 0.112
C -3.117 -0.042 -0.028
C 2.789 -0.823 0.078
C 1.512 1.893 -0.007
N 0.729 0.661 -0.022
H 0.482 -2.671 0.524
H -2.671 -2.219 0.105
H -2.439 2.007 -0.708
H -3.550 -0.115 -1.060
H -4.128 -0.035 0.568
H 3.268 0.164 -0.145
H 2.950 -1.524 -0.764
H 3.174 -1.171 0.935
H 2.105 1.677 0.935
H 2.073 1.817 -1.015
H 1.021 2.863 0.090
*
```

Summary:
**Frontier orbital gap (spin up / spin down)**: 6.60 / 7.56 eV
**Energy relative to the best compared isomer or geometry (same formula, charge and spin)**: 4.193 eV
**Molecular weight**: 133.19 Da
**Structure (SMILES)**: Cc1cc2c(n1C)=CCC=2

10.
Formula: C30H32BN9O3SZr
Source: the Open Molecules 2025 dataset
Level of theory: ωB97M-V/def2-TZVPD

Structure (ORCA input):
```
! wB97M-V def2-TZVPD RIJCOSX def2/J DEFGRID3
* xyz 0 1
Zr -1.700 0.844 0.173
N -2.912 -0.517 -1.372
C -4.158 0.118 -1.841
C -4.752 0.937 -0.710
O -5.905 1.341 -0.783
N -3.880 1.164 0.291
C -4.383 2.016 1.356
C -3.222 2.350 2.271
O -3.360 2.721 3.408
O -2.051 2.183 1.670
H -2.399 -0.920 -2.147
H -3.150 -1.292 -0.756
H -4.890 -0.607 -2.199
H -3.918 0.805 -2.654
H -5.192 1.554 1.926
H -4.797 2.952 0.961
C 0.559 -3.038 -1.204
C -0.149 -1.862 -1.436
N -0.465 -1.259 -0.289
N 0.037 -2.036 0.692
C 0.655 -3.105 0.172
B -0.115 -1.656 2.184
N 0.514 -0.269 2.400
C 1.420 0.116 3.312
C 1.694 1.455 3.116
C 0.888 1.820 2.038
N 0.187 0.775 1.615
N -1.619 -1.605 2.497
C -2.293 -2.259 3.452
C -3.631 -1.947 3.335
C -3.687 -1.066 2.257
N -2.468 -0.861 1.752
H 0.955 -3.726 -1.930
H -0.385 -1.407 -2.386
H 1.115 -3.835 0.815
H 0.428 -2.471 2.877
H 1.807 -0.589 4.027
H 2.368 2.077 3.677
H 0.767 2.782 1.567
H -1.773 -2.901 4.143
H -4.446 -2.296 3.943
H -4.540 -0.576 1.822
C 5.950 -0.920 0.382
C 4.563 -1.569 0.282
C 3.916 -1.517 1.663
C 4.709 -3.042 -0.125
C 3.736 -0.833 -0.775
C 4.215 -0.814 -2.097
C 3.548 -0.153 -3.103
C 2.357 0.489 -2.785
S 1.320 1.397 -3.831
C 0.258 1.686 -2.482
N 0.610 1.136 -1.359
C 1.832 0.466 -1.490
C 2.547 -0.189 -0.480
C -0.939 2.509 -2.605
C -1.087 3.379 -3.688
C -2.175 4.228 -3.739
C -3.094 4.210 -2.700
C -2.936 3.326 -1.640
C -1.862 2.429 -1.554
H 6.553 -1.437 1.131
H 5.861 0.128 0.677
H 6.485 -0.959 -0.567
H 4.538 -2.059 2.377
H 2.926 -1.976 1.661
H 3.815 -0.490 2.016
H 5.282 -3.583 0.631
H 5.226 -3.154 -1.079
H 3.728 -3.513 -0.217
H 5.142 -1.318 -2.337
H 3.939 -0.132 -4.111
H 2.151 -0.182 0.523
H -0.341 3.409 -4.474
H -2.298 4.911 -4.570
H -3.941 4.885 -2.717
H -3.687 3.339 -0.862
*
```

Summary:
**Frontier orbital gap**: 8.36 eV
**Molecular weight**: 700.75 Da

11.
Formula: C5H20FN10O5
Source: the Open Molecules 2025 dataset
Level of theory: ωB97M-V/def2-TZVPD

Structure (ORCA input):
```
! wB97M-V def2-TZVPD RIJCOSX def2/J DEFGRID3
* xyz -1 1
F -0.722 -0.789 0.069
C -0.209 -2.369 -3.223
O 0.104 -2.866 -4.307
N -1.136 -2.792 -2.345
N 0.462 -1.348 -2.883
H -1.676 -3.623 -2.539
H -1.015 -2.470 -1.396
H 0.143 -0.881 -2.046
H 1.127 -1.009 -3.562
C -3.128 2.008 -0.177
O -3.829 2.941 -0.116
N -2.366 1.809 -1.185
N -3.120 1.024 0.701
H -2.166 2.372 -1.999
H -1.783 0.986 -1.137
H -3.796 0.983 1.450
H -2.680 0.133 0.521
C 0.593 -3.034 2.099
O 1.000 -3.891 2.877
N 0.982 -3.036 0.874
N -0.313 -2.143 2.472
H 0.476 -2.366 0.312
H 1.159 -3.976 0.550
H -0.964 -2.255 3.236
H -0.669 -1.596 1.701
C 0.989 2.558 2.340
O 0.099 3.115 1.676
N 1.162 1.244 2.356
N 1.833 3.140 3.143
H 1.823 0.734 2.924
H 0.662 0.774 1.614
H 1.784 4.143 3.251
H 2.394 2.614 3.797
C 1.928 1.253 -1.771
O 2.695 1.388 -2.686
N 0.872 2.019 -1.634
N 2.046 0.425 -0.751
H 0.401 2.133 -0.748
H 0.786 2.522 -2.505
H 1.135 0.170 -0.397
H 2.920 -0.043 -0.556
*
```

Summary:
**Frontier orbital gap**: 9.43 eV
**Energy relative to the best compared isomer or geometry (same formula, charge and spin)**: 2.383 eV
**Molecular weight**: 319.28 Da